1.
Here is 3 unconnected molecules or ions with the total composition C9H8N4 from the OMol25 dataset. Energies are from wB97M-V/def2-TZVPD.

Computed properties:
Total charge ... 0
Gap between HOMO and LUMO ... 8.6 eV
HOMO energy ... -9.01 eV

Each line ends with the Löwdin charge.
Atoms and positions in Å:
C1 -0.78 -0.30 -2.45  -0.25
C2 0.66 0.13 -2.88  -0.19
C3 1.50 0.35 -1.56  -0.22
C4 0.05 0.88 1.59  -0.22
C5 -0.74 0.73 2.81  -0.02
C6 -1.48 -0.45 2.92  0.01
C7 -1.25 -1.30 1.56  -0.06
C8 -0.37 -1.28 0.53  -0.07
C9 0.08 0.08 0.43  -0.23
H1 1.16 -1.03 -3.71  0.22
H2 0.95 1.43 -3.74  0.24
H3 2.18 1.28 -1.45  0.12
H4 2.12 -0.70 -1.33  0.17
H5 -0.66 1.29 3.67  0.08
H6 -1.85 -1.15 3.62  0.07
H7 -1.46 -2.43 1.54  0.11
H8 -0.36 -2.10 -0.26  0.13
N1 -1.97 -0.56 -2.32  0.14
N2 0.71 0.89 -0.42  -0.12
N3 1.06 2.11 0.18  0.05
N4 0.45 2.14 1.28  0.05

2.
Here is C4H8O3 in the gas phase from the OMol25 dataset. Energies are from wB97M-V/def2-TZVPD.

Computed properties:
SMILES ... O[C@H]1CO[C@H](O)C1
Total charge ... 0
Gap between HOMO and LUMO ... 11.0 eV
HOMO energy ... -10.29 eV

Each line ends with the Löwdin charge.
Atoms and positions in Å:
O1 2.10 -0.51 0.45  -0.02
C1 0.84 0.09 0.27  -0.40
C2 0.55 0.36 -1.20  -0.13
O2 -0.86 0.37 -1.38  -0.05
C3 -1.48 0.03 -0.20  -0.39
O3 -1.76 1.12 0.64  0.00
C4 -0.32 -0.81 0.66  -0.03
H1 2.76 0.18 0.29  0.10
H2 0.77 1.02 0.86  0.15
H3 0.96 -0.47 -1.78  0.13
H4 0.97 1.31 -1.56  0.13
H5 -2.44 -0.45 -0.48  0.16
H6 -1.59 0.52 1.39  0.08
H7 -0.21 -1.82 0.27  0.12
H8 -0.28 -0.95 1.78  0.14

3.
Here is a molecular structure, C30H45BrN4OP2Pt from the OMol25 dataset. Energies are from wB97M-V/def2-TZVPD.

Computed properties:
<S²> ... 2.04
Multiplicity ... 3
Total charge ... +2
Gap between HOMO and LUMO (spin up / spin down) ... 3.8 / 6.2 eV
HOMO energy (spin up / spin down) ... -9.96 / -13.27 eV

Each line ends with the Löwdin charge.
Atoms and positions in Å:
C1 -0.60 4.93 -3.62  0.00
C2 -0.80 3.68 -4.24  -0.23
C3 -1.10 3.66 -5.62  0.01
C4 -1.21 4.89 -6.28  -0.11
N1 -1.04 6.07 -5.67  0.08
C5 -0.74 6.09 -4.38  -0.11
C6 -0.74 2.55 -3.33  -0.19
C7 -0.46 2.31 -2.08  -0.24
C8 -0.42 2.42 -0.68  -0.24
C9 0.82 2.29 -0.01  -0.03
C10 0.76 2.20 1.37  -0.11
C11 -0.36 1.60 1.99  -0.34
C12 -1.57 1.65 1.29  -0.06
C13 -1.61 1.95 -0.06  -0.06
Pt1 -1.08 0.60 -2.88  0.91
P1 2.64 -1.73 0.51  0.73
H1 -1.27 2.74 -6.18  0.11
H2 -0.37 5.02 -2.56  0.12
H3 -1.44 4.94 -7.34  0.12
H4 -0.61 7.08 -3.93  0.12
H5 -2.52 1.67 -0.63  0.12
H6 1.76 2.28 -0.57  0.11
H7 -2.50 1.46 1.82  0.12
H8 1.60 2.54 1.96  0.10
C14 2.67 -3.50 0.89  -0.36
C15 3.42 -4.35 -0.14  -0.12
H9 1.63 -3.85 0.99  0.09
H10 3.13 -3.61 1.88  0.11
H11 3.52 -5.38 0.24  0.09
H12 2.89 -4.41 -1.10  0.07
H13 4.44 -3.98 -0.34  0.08
C16 2.54 -1.31 -1.24  -0.36
C17 3.24 -0.02 -1.65  -0.10
H14 1.47 -1.24 -1.52  0.03
H15 2.95 -2.17 -1.81  0.10
H16 3.12 0.11 -2.74  0.10
H17 2.81 0.86 -1.16  0.04
H18 4.31 -0.05 -1.44  0.08
C18 3.96 -0.87 1.36  -0.40
C19 5.34 -1.41 0.97  -0.12
H19 3.79 -0.96 2.44  0.09
H20 3.87 0.20 1.13  0.09
H21 6.10 -0.73 1.36  0.09
H22 5.51 -2.41 1.42  0.09
H23 5.47 -1.49 -0.12  0.08
Br1 0.85 -0.79 1.62  0.75
P2 -1.46 -1.14 -1.52  0.83
C20 -0.56 -2.84 -1.37  -0.36
C21 -1.24 -4.17 -1.75  -0.13
H24 -0.31 -2.89 -0.30  0.04
H25 0.41 -2.80 -1.89  0.05
H26 -0.49 -4.92 -2.05  0.09
H27 -1.79 -4.64 -0.93  0.07
H28 -1.96 -4.09 -2.57  0.05
C22 -2.16 -1.37 0.23  -0.40
C23 -3.11 -2.56 0.36  -0.10
H29 -2.63 -0.41 0.47  0.05
H30 -1.31 -1.50 0.93  -0.04
H31 -3.38 -2.76 1.40  0.10
H32 -4.03 -2.40 -0.19  0.07
H33 -2.64 -3.47 -0.01  0.04
C24 -3.12 -1.22 -2.37  -0.43
C25 -3.03 -2.16 -3.57  -0.16
H34 -3.47 -0.22 -2.70  0.07
H35 -3.89 -1.56 -1.66  0.06
H36 -3.36 -1.61 -4.45  0.08
H37 -2.02 -2.55 -3.74  0.05
H38 -3.70 -3.02 -3.46  0.09
C26 -3.24 1.00 5.89  0.01
N2 -1.96 1.34 5.28  -0.04
C27 -1.10 2.10 6.00  -0.02
C28 0.19 2.22 5.60  0.01
C29 0.53 1.80 4.31  -0.28
N3 -0.50 1.56 3.44  0.11
C30 -1.64 0.91 3.99  -0.37
O1 -2.26 -0.02 3.47  0.09
N4 1.80 1.55 3.94  0.17
H39 -3.10 0.47 6.84  0.11
H40 -3.80 0.41 5.16  0.10
H41 -3.79 1.92 6.15  0.11
H42 -1.48 2.47 6.96  0.15
H43 0.94 2.61 6.28  0.13
H44 2.50 1.60 4.69  0.14
H45 1.97 0.86 3.21  0.04

4.
Here is CH2Cl2N2 in the gas phase from the OMol25 dataset. Energies are from wB97M-V/def2-TZVPD.

Computed properties:
SMILES ... [H]/N=C/N(Cl)Cl
Total charge ... 0
Gap between HOMO and LUMO (spin up / spin down) ... 8.8 / 8.8 eV
HOMO energy (spin up / spin down) ... -9.12 / -9.12 eV

Each line ends with the Löwdin charge.
Atoms and positions in Å:
H1 2.11 1.07 0.00  0.00
N1 1.10 0.99 -0.04  0.01
C1 0.46 -0.29 0.00  -0.31
N2 -0.89 -0.23 0.17  -0.97
Cl1 -1.75 1.26 -0.01  0.61
Cl2 -1.91 -1.59 -0.07  0.60
H2 0.88 -1.21 -0.05  0.06

5.
Here is C3H14N3P3 in the gas phase from the OMol25 dataset. Energies are from wB97M-V/def2-TZVPD.

Computed properties:
SMILES ... CCCN(P)N(P)NP
Total charge ... 0
Gap between HOMO and LUMO ... 8.5 eV
HOMO energy ... -8.00 eV

Each line ends with the Löwdin charge.
Atoms and positions in Å:
C1 -0.10 1.11 3.02  -0.10
C2 -0.58 0.83 1.63  -0.31
C3 -0.74 -0.63 1.28  -0.27
N1 -0.71 -0.78 -0.18  -0.52
P1 -2.02 -0.20 -1.06  0.84
N2 0.66 -0.51 -0.58  -0.35
P2 1.25 1.23 -1.61  0.73
N3 1.07 -1.39 -1.58  -0.48
P3 0.81 -1.15 -3.22  0.67
H1 0.69 0.56 3.43  0.04
H2 0.21 2.20 3.05  0.10
H3 -0.94 1.03 3.71  0.08
H4 -0.01 1.31 0.94  0.00
H5 -1.52 1.35 1.51  0.10
H6 -0.01 -1.35 1.81  0.14
H7 -1.75 -1.04 1.47  0.10
H8 -1.54 1.17 -1.04  -0.10
H9 -1.38 -0.36 -2.22  -0.21
H10 2.57 0.86 -1.46  -0.15
H11 1.49 2.00 -0.37  -0.12
H12 0.83 -2.35 -1.36  0.07
H13 -0.18 -2.07 -3.43  -0.13
H14 1.90 -1.84 -3.74  -0.11

6.
Here is 2 unconnected molecules or ions with the total composition C3H8NO3S from the OMol25 dataset. Energies are from wB97M-V/def2-TZVPD.

Computed properties:
<S²> ... 0.76
Multiplicity ... 2
Total charge ... 0
Gap between HOMO and LUMO (spin up / spin down) ... 10.2 / 5.6 eV
HOMO energy (spin up / spin down) ... -9.95 / -9.87 eV

Each line ends with the Löwdin charge.
Atoms and positions in Å:
C1 -1.05 0.71 -0.53  -0.26
C2 -0.04 1.89 -0.50  -0.62
S1 -0.62 3.31 -1.38  0.74
N1 -0.89 -0.22 0.53  0.19
C3 0.26 -1.00 0.39  -0.65
O1 1.12 -0.56 -0.43  0.04
O2 0.13 -2.15 0.85  0.14
H1 -2.01 1.11 -0.71  0.09
H2 -0.94 0.14 -1.48  0.16
H3 0.36 1.97 0.55  0.10
H4 0.96 1.34 -0.72  0.11
H5 -1.51 3.83 -0.47  -0.11
H6 -1.57 -0.39 1.19  0.14
H7 2.14 -2.76 0.60  -0.05
H8 1.32 -3.65 1.06  0.07
O3 2.35 -3.56 1.04  -0.09

One value per record, in order, for relative energy (zero: lowest compared OMol25 entry of this formula, charge and spin): 221.8, 54.8, 42.6, 67.2, 24.1, 45.3 kcal per mole.